# 1
C26H34N4ORhSi2 as an isolated structure. Source: OMol25; level of theory: the ωB97M-V functional and the def2-TZVPD basis.

The geometry in XYZ format:
```
68
Properties=species:S:1:pos:R:3:forces:R:3
Rh 0.611732 0.209097 -0.036802 0.37 0.08 -0.21
C 0.264059 1.316358 3.845496 -0.01 0.00 0.03
C -0.262554 -0.008370 3.394567 -0.08 -0.08 0.05
C -1.004785 -0.842298 4.276024 0.05 0.11 0.03
C -1.450714 -2.080741 3.854728 0.01 -0.02 -0.05
C -1.165712 -2.500283 2.567948 0.04 0.07 0.05
C -0.446027 -1.621489 1.719129 -0.04 -0.01 -0.07
N -0.015197 -0.392004 2.167942 -0.14 -0.05 0.16
N -0.124727 -1.835249 0.452342 0.06 -0.15 0.11
Si 0.022619 -3.413541 -0.375979 -0.11 0.26 0.08
C 0.428231 -3.021137 -2.136329 0.05 0.00 -0.25
C 1.440512 -4.260216 0.459343 0.13 -0.12 0.10
C -1.542432 -4.407860 -0.284772 -0.16 -0.08 0.01
H -0.498140 1.869508 4.394669 0.01 0.00 -0.01
H 0.591797 1.901306 2.989455 0.00 -0.01 -0.01
H 1.112621 1.170752 4.518051 -0.01 0.00 0.00
H -1.216005 -0.493579 5.278419 0.01 0.01 -0.02
H -2.017855 -2.713745 4.523996 0.01 0.00 -0.01
H -1.506984 -3.455533 2.197525 0.02 0.01 -0.01
H 1.348818 -2.435361 -2.209005 -0.03 0.00 0.02
H -0.393485 -2.494931 -2.630723 0.02 -0.01 0.02
H 0.591986 -3.954090 -2.682325 0.00 0.04 -0.02
H 2.376237 -3.715647 0.312760 -0.02 -0.02 0.01
H 1.563226 -5.265877 0.047744 0.04 0.03 0.03
H 1.264890 -4.357689 1.533968 0.02 -0.02 -0.03
H -2.437130 -3.782311 -0.334135 0.03 -0.01 0.00
H -1.595209 -5.018307 0.618869 -0.03 0.00 -0.03
H -1.570575 -5.090347 -1.138324 -0.03 -0.01 0.04
C -0.268382 4.663678 -3.976116 0.01 0.01 -0.02
C -1.149445 3.590391 -3.947285 0.04 0.01 0.02
C -1.317404 2.866540 -2.774427 -0.10 -0.01 -0.02
C -0.612011 3.195778 -1.610274 0.04 0.09 -0.16
C 0.266067 4.283398 -1.660140 0.04 -0.05 -0.10
C 0.435111 5.012091 -2.830918 -0.02 -0.05 0.04
Si -0.788756 2.188105 -0.051029 -0.20 0.02 0.14
C -2.484656 1.399588 0.047144 -0.26 -0.06 0.06
C -2.805359 0.249458 -0.685519 0.01 -0.01 0.01
C -4.064864 -0.330802 -0.612695 0.04 0.03 0.02
C -5.033746 0.226919 0.209732 -0.01 0.00 0.01
C -4.738038 1.360041 0.955553 0.04 0.00 0.00
C -3.477581 1.938118 0.876125 0.02 -0.08 -0.03
H -0.141436 5.235956 -4.885969 0.00 -0.01 0.01
H -1.717265 3.330755 -4.832052 0.00 0.00 0.01
H -2.052421 2.064119 -2.753050 0.05 0.02 0.01
H 0.822007 4.570405 -0.773463 -0.02 -0.01 -0.01
H 1.111625 5.857242 -2.848415 -0.01 -0.01 0.00
H -0.675438 3.121488 1.096589 0.07 0.03 0.06
H -2.053254 -0.207760 -1.324802 0.00 0.02 -0.01
H -4.293475 -1.213721 -1.197276 0.01 0.01 0.00
H -6.018567 -0.218763 0.266791 0.01 0.01 0.00
H -5.494324 1.797100 1.595414 0.01 0.00 -0.01
H -3.265621 2.825543 1.462204 0.00 0.00 -0.02
O 0.667266 0.246884 -2.628878 0.02 -0.06 0.01
H -0.010327 0.825710 -3.006319 0.02 0.09 0.02
H 0.604833 -0.600596 -3.084425 -0.01 0.05 -0.04
N 3.273277 1.409020 -1.604689 0.00 0.05 0.02
C 3.712657 0.671148 -0.556121 0.02 0.02 -0.02
C 5.093541 0.535605 -0.307271 -0.01 0.02 -0.01
C 5.512755 -0.198744 0.766738 0.06 -0.03 0.04
C 4.568800 -0.801363 1.607874 0.04 0.05 -0.03
C 3.247887 -0.615142 1.309547 -0.10 0.02 0.00
N 2.806440 0.100984 0.252334 0.01 -0.11 -0.05
H 3.943876 1.733834 -2.277561 0.02 0.00 0.01
H 2.324107 1.305275 -1.929222 -0.04 -0.06 0.00
H 5.800635 1.011204 -0.973827 -0.01 0.00 0.01
H 6.571721 -0.311156 0.961221 -0.02 0.00 0.00
H 4.860142 -1.384408 2.468428 0.00 0.00 -0.01
H 2.470442 -1.040369 1.931473 0.00 -0.01 -0.01
```
Forces are in eV/Å.

Properties
Calculated total energy   -54280.4974 eV
Maximum force   0.0085 Eh/bohr
Highest occupied orbital energy (spin up / spin down)   -9.3 / -11.1 eV
Frontier orbital gap (spin up / spin down)   7.270 / 5.786 eV
Multiplicity   5
Total charge   +1
Expectation value of S²   6.053

# 2
C39H41IN6OS2V as an isolated structure at a distorted geometry. Source: OMol25; level of theory: the ωB97M-V functional and the def2-TZVPD basis.

The geometry in XYZ format:
```
91
Properties=species:S:1:pos:R:3:forces:R:3
V -0.019765 -0.119682 0.225806 0.38 1.62 0.96
N -2.158300 0.264104 -0.029949 0.02 0.04 0.20
C -2.939692 -0.476741 0.937862 -0.18 -0.29 0.14
C -4.320554 -0.571609 0.810965 -0.04 0.13 -0.19
C -5.015411 -1.400593 1.684390 0.10 -0.10 0.00
C -4.333794 -2.180697 2.590957 -0.08 0.16 -0.05
C -2.924858 -2.126254 2.713482 0.16 -0.14 0.16
C -2.188434 -3.044959 3.485791 -0.15 -0.05 0.17
C -0.789058 -2.983354 3.399094 -0.10 0.48 0.01
C -0.146441 -1.978972 2.758188 0.41 -0.56 0.20
N -0.826342 -0.910637 2.091248 -0.13 -0.18 -0.28
C -2.246762 -1.145724 1.930704 -0.39 -0.01 -0.06
H -2.333469 1.266927 0.035800 -0.16 -0.03 0.01
H -2.477433 -0.007218 -0.952756 0.00 -0.01 -0.07
H -4.834059 -0.002240 0.046226 0.03 0.06 0.04
H -6.095247 -1.458461 1.619337 0.00 -0.02 0.01
H -4.871666 -2.880969 3.219120 0.01 0.00 0.02
H -2.692860 -3.832482 4.028200 -0.01 -0.01 -0.04
H -0.185885 -3.751629 3.871370 0.08 0.05 0.01
H 0.927618 -1.890108 2.770043 0.03 0.03 -0.17
C -0.795969 5.166845 -1.937835 -0.02 -0.09 -0.08
C -1.192667 4.774398 -3.361700 0.03 0.09 -0.02
C -0.264715 5.497999 -4.348566 -0.05 -0.08 0.05
C -2.648893 5.219311 -3.572991 0.06 -0.05 0.00
C -1.096403 3.267715 -3.595044 0.02 0.01 0.14
C -1.526315 2.743934 -4.823021 -0.02 -0.13 -0.08
C -1.537108 1.386060 -5.071386 -0.02 0.10 -0.07
C -1.101919 0.531100 -4.071368 0.09 -0.18 0.24
S -1.089143 -1.206010 -4.060378 0.12 0.14 0.35
C -0.479563 -1.163091 -2.411896 -0.20 0.65 -0.73
N -0.265014 0.038265 -1.935591 -0.02 -0.30 -0.56
C -0.630705 1.021428 -2.844820 -0.23 0.16 -0.47
C -0.629248 2.400586 -2.619548 0.10 -0.10 0.09
C -0.228490 -2.337196 -1.632976 0.21 -0.59 0.52
C -0.392949 -3.620191 -2.174188 -0.04 0.26 -0.18
C -0.005021 -4.720209 -1.446893 0.06 -0.13 0.00
C 0.603387 -4.512397 -0.211655 -0.02 0.08 0.01
C 0.731530 -3.235741 0.314657 -0.03 -0.26 -0.03
C 0.246120 -2.080162 -0.322490 0.00 -1.21 -0.69
H -0.798530 6.254492 -1.846322 -0.03 0.00 0.01
H 0.201255 4.804261 -1.681741 0.01 0.03 0.03
H -1.518662 4.765063 -1.225500 0.04 -0.01 0.06
H -0.346978 6.579743 -4.222627 0.00 0.00 -0.01
H -0.511748 5.250526 -5.382018 0.01 0.03 -0.02
H 0.771105 5.203378 -4.168542 0.02 0.04 -0.03
H -2.756599 6.281865 -3.346011 0.01 0.01 -0.02
H -3.308122 4.660430 -2.906844 -0.03 0.04 0.00
H -2.981302 5.051644 -4.598140 0.00 0.03 -0.01
H -1.875077 3.411884 -5.600152 -0.02 0.01 0.02
H -1.901554 0.996584 -6.013331 0.02 0.02 -0.01
H -0.264502 2.742304 -1.662328 -0.06 0.07 0.03
H -0.827694 -3.736043 -3.162462 0.03 -0.07 0.00
H -0.137613 -5.722049 -1.835731 -0.02 0.02 -0.02
H 0.970684 -5.362944 0.353260 0.01 0.00 0.01
H 1.237205 -3.160593 1.262515 -0.08 0.02 0.06
C -0.239744 0.398912 2.237730 -0.06 0.66 0.91
C 0.731035 0.624625 3.363742 0.16 -0.05 0.03
C 0.605509 0.041351 4.632628 -0.06 -0.01 -0.06
C 1.459012 0.387775 5.668443 0.02 0.07 0.01
C 2.438353 1.357284 5.488919 0.01 -0.04 0.06
C 2.522389 2.005778 4.267356 0.06 -0.04 -0.11
C 1.675208 1.646670 3.223765 0.13 -0.06 -0.15
H -0.184261 -0.673444 4.814354 0.01 -0.06 -0.03
H 1.337691 -0.082191 6.637253 -0.01 -0.02 -0.01
H 3.101644 1.624505 6.302334 0.00 0.01 0.00
H 3.254099 2.792052 4.119144 -0.05 0.03 -0.01
H 1.723412 2.180142 2.278928 0.13 -0.11 0.00
C 3.517607 -2.689184 -0.970381 -0.03 -0.11 -0.14
N 3.591903 -2.086662 0.335227 -0.04 0.33 0.07
C 4.358898 -2.693805 1.408961 0.10 -0.05 0.02
C 4.229074 -1.657205 2.525142 0.02 -0.07 0.12
N 3.929763 -0.455120 1.759970 -0.23 0.03 0.26
C 3.355869 -0.778908 0.577984 0.46 -0.58 -0.21
S 2.578035 0.279569 -0.456888 -0.15 0.36 0.07
H 3.128648 -3.704046 -0.892378 0.02 0.04 0.01
H 4.503904 -2.710238 -1.448734 0.02 0.03 0.05
H 2.835659 -2.098758 -1.577661 0.01 -0.06 -0.01
H 5.404321 -2.830519 1.104297 -0.03 0.00 -0.03
H 3.945328 -3.665014 1.684209 0.01 0.00 -0.03
H 5.141657 -1.536025 3.106075 0.00 -0.04 -0.02
H 3.409663 -1.899627 3.210207 -0.01 0.02 -0.05
H 3.569108 0.349019 2.245813 -0.16 0.24 0.05
N -0.991788 3.907371 1.482560 -0.14 0.10 -0.08
C -0.656574 2.630930 1.289108 -0.16 0.10 0.26
O 0.094587 2.257380 0.368250 -0.08 -0.31 -0.28
C -1.163280 1.625640 2.298816 0.03 -0.20 -0.27
I -4.264051 4.051540 2.091228 -0.28 0.00 -0.05
H -0.662787 4.561730 0.789533 -0.05 -0.04 -0.10
H -1.945715 4.101213 1.871783 0.55 -0.08 0.07
H -1.136712 2.098027 3.281946 -0.14 -0.01 0.01
H -2.213557 1.380724 2.123172 -0.03 0.16 -0.01
```
Forces are in eV/Å.

Properties
Calculated total energy   -107559.4638 eV
Maximum force   0.0373 Eh/bohr
Highest occupied orbital energy (spin up / spin down)   -2.5 / -2.4 eV
Frontier orbital gap (spin up / spin down)   4.527 / 4.422 eV
Multiplicity   3
Total charge   -1
Expectation value of S²   2.144

# 3
C32H37I2N6O5S4Ti as an isolated structure at a distorted geometry. Source: OMol25; level of theory: the ωB97M-V functional and the def2-TZVPD basis.

The geometry in XYZ format:
```
87
Properties=species:S:1:pos:R:3:forces:R:3
Ti 0.059808 0.426170 0.315747 -1.48 2.61 -0.59
I 0.022605 1.746053 7.578944 0.08 -0.07 -0.27
C 0.487591 1.259001 5.588941 -0.08 0.10 0.39
C 1.524893 1.914257 4.948576 -0.01 0.00 0.04
C 1.780132 1.618563 3.621126 0.18 -0.10 -0.76
I 3.264599 2.629634 2.532024 -0.14 -0.07 0.30
C 1.030561 0.663598 2.928312 0.17 0.34 1.29
O 1.223316 0.445217 1.620855 1.27 -0.56 1.29
C 0.021234 -0.028373 3.616162 0.19 -0.04 -0.39
C -0.709287 -1.123174 2.880776 0.22 0.05 0.20
N -1.335859 -0.633897 1.628936 -0.23 -0.10 0.04
C -2.512604 0.194934 1.919574 -0.18 0.18 0.11
C -2.086283 1.624541 2.114783 -0.08 -0.04 0.03
C -2.839760 2.518542 2.853377 0.03 0.03 -0.04
C -2.414964 3.833836 2.951130 0.08 -0.03 -0.06
C -1.233445 4.199358 2.327455 -0.07 -0.03 0.09
C -0.521230 3.240047 1.632454 0.02 0.13 0.04
N -0.944619 1.976527 1.504901 -0.37 0.44 0.35
C -0.257732 0.292103 4.932879 0.06 -0.11 0.02
H 2.121915 2.648305 5.470043 -0.01 0.04 -0.03
H -1.467662 -1.554623 3.540972 -0.02 -0.01 -0.11
H 0.012398 -1.892788 2.612421 -0.08 -0.03 -0.06
H -1.584779 -1.431450 1.025941 -0.09 0.08 0.05
H -3.043650 -0.159158 2.808765 0.07 -0.04 -0.02
H -3.203376 0.158273 1.075925 0.06 -0.05 0.01
H -3.746678 2.191354 3.343093 0.00 -0.06 -0.01
H -2.988210 4.556495 3.515531 -0.02 0.01 0.00
H -0.857988 5.210724 2.382090 0.04 -0.01 0.01
H 0.425917 3.482751 1.170047 -0.01 -0.07 -0.04
H -1.048877 -0.229413 5.456212 -0.02 0.00 -0.02
N -1.546070 -2.566732 -0.679684 -0.14 0.01 0.06
C -1.441833 -1.990894 -2.025030 0.29 -0.14 0.18
C -1.468211 -3.045088 -3.165562 0.01 0.16 -0.17
C -2.702076 -2.980466 -4.094830 0.33 0.33 0.10
C -2.485379 -2.162812 -5.382695 -0.23 -0.31 0.27
N -1.853296 -0.866089 -5.225656 0.21 0.05 0.26
C -2.440535 0.282735 -4.918358 -0.07 -0.04 -0.26
N -3.757617 0.368071 -4.717715 0.04 -0.04 -0.04
N -1.708027 1.391764 -4.920744 -0.08 0.24 0.23
C -0.218959 -1.041980 -2.086764 -0.58 -0.38 -1.20
O 0.152606 -0.586104 -3.146049 0.13 -0.20 0.20
O 0.347683 -0.777866 -0.936521 0.58 -1.85 -1.23
H -0.679859 -3.035529 -0.426965 -0.01 0.00 0.01
H -2.291914 -3.253673 -0.658955 0.05 -0.02 0.02
H -2.303148 -1.328040 -2.143875 0.06 0.10 -0.07
H -1.443135 -4.026740 -2.690708 0.04 0.00 -0.04
H -0.562559 -2.966546 -3.771098 0.07 -0.04 0.04
H -3.551475 -2.584991 -3.530164 -0.07 -0.08 -0.02
H -2.961317 -3.987944 -4.422527 -0.12 0.02 0.04
H -3.433859 -2.026724 -5.906481 0.07 -0.07 -0.10
H -1.829605 -2.733494 -6.039089 -0.06 0.05 -0.09
H -0.851065 -0.869448 -5.086199 0.01 -0.01 0.06
H -4.324679 -0.457903 -4.666143 -0.01 -0.01 0.03
H -4.165573 1.241096 -4.428775 -0.03 -0.02 -0.01
H -0.703284 1.315668 -4.900317 0.01 0.06 0.09
H -2.118827 2.258262 -4.603817 0.18 -0.04 0.15
O -2.034771 6.252217 -2.701947 0.05 0.16 -0.01
C -1.654121 5.210994 -2.259554 -0.19 -0.22 0.00
S 0.019212 4.833716 -1.832524 0.17 -0.17 0.04
C -0.243060 3.147457 -1.380361 -0.30 0.20 -0.19
C -1.511458 2.698978 -1.412406 0.04 0.36 -0.21
S -1.998501 1.075195 -1.056499 -0.23 -0.18 -0.16
S -2.754918 3.834103 -1.939679 0.19 -0.15 0.05
S 1.143234 2.181747 -0.952098 -0.10 0.14 0.04
C 5.330612 -3.198047 -4.217251 -0.04 0.06 -0.02
C 4.597149 -2.900869 -2.942400 -0.05 -0.04 0.07
C 3.660130 -3.797140 -2.439847 -0.01 0.04 -0.03
C 2.971738 -3.554750 -1.262124 -0.03 0.13 0.17
C 2.037412 -4.607470 -0.726500 0.01 0.01 -0.08
C 3.232089 -2.362788 -0.558343 0.06 -0.16 -0.50
C 2.555540 -2.053710 0.705028 0.01 -0.09 0.29
O 1.393674 -2.300273 0.973469 0.31 -0.44 -0.02
C 4.161419 -1.434586 -1.065140 -0.14 -0.06 0.09
C 4.372368 -0.106773 -0.391888 0.06 -0.11 0.03
C 4.826691 -1.720902 -2.245334 0.05 -0.07 -0.05
H 5.313092 -4.262940 -4.441901 0.02 -0.01 -0.02
H 6.367094 -2.868768 -4.156572 0.01 -0.01 -0.03
H 4.863212 -2.670343 -5.051255 0.03 0.00 -0.03
H 3.466806 -4.715274 -2.982622 0.03 -0.05 0.03
H 1.940681 -5.426606 -1.436696 0.03 -0.02 0.00
H 1.050911 -4.202318 -0.520470 -0.02 -0.05 0.02
H 2.421101 -5.014723 0.210425 -0.06 -0.02 0.03
H 3.190478 -1.563281 1.464523 -0.13 0.14 -0.03
H 3.435677 0.449967 -0.364325 0.02 0.12 0.07
H 5.104114 0.487442 -0.934939 0.00 0.02 0.00
H 4.725438 -0.223320 0.633879 -0.01 0.07 0.03
H 5.550906 -1.012177 -2.629921 -0.02 0.04 0.00
```
Forces are in eV/Å.

Properties
Calculated total energy   -135621.2749 eV
Maximum force   0.0595 Eh/bohr
Highest occupied orbital energy   -9.4 eV
Frontier orbital gap   6.726 eV
Multiplicity   1
Total charge   +1

> Which of these has the lowest multiplicity?

C32H37I2N6O5S4Ti

> Among the records above, which one has the lowest total charge?

C39H41IN6OS2V

> Among the records above, which one has the highest multiplicity?

C26H34N4ORhSi2

> Look up the maximum force of the third one.

0.0595 Eh/bohr